P | Computed, not measured: a 8-piece molecular cluster, BF4H14O7 overall, with ωB97M-V/def2-TZVPD.

Positions of all 26 atoms, in Å:
B -4.91500 -24.17300 -22.20400
F -4.86800 -23.23800 -21.18300
F -5.52600 -25.26800 -21.61900
F -5.64100 -23.68500 -23.27800
F -3.64100 -24.46200 -22.42600
O -5.91600 -25.36400 -18.84700
H -5.77700 -24.45300 -18.74400
H -5.63900 -25.46900 -19.76700
O -4.26300 -20.69000 -21.71100
H -4.43700 -21.48800 -21.27100
H -5.01700 -20.56900 -22.29100
O -1.41900 -25.26100 -21.10100
H -2.14700 -25.54400 -21.67800
H -1.78900 -25.49200 -20.24800
O -3.39600 -22.20600 -24.01900
H -4.15400 -22.57300 -24.36800
H -3.63900 -21.69100 -23.24000
O -7.36900 -22.09000 -22.41100
H -7.61800 -22.54000 -21.59900
H -6.72300 -22.72900 -22.71300
O -0.88200 -22.84600 -23.10600
H -1.72200 -22.74200 -23.58600
H -0.20300 -22.51800 -23.66700
O -2.49900 -22.78600 -20.40800
H -3.21600 -23.22500 -20.92800
H -3.05400 -22.47800 -19.68700

The value obtained for the frontier orbital gap is 10.00 eV. The calculation puts the highest occupied orbital energy at -6.89 eV. Its charge is -1.

***

Q | Computed, not measured: a 8-piece molecular cluster, BF4H14O7 overall, with ωB97M-V/def2-TZVPD.

Positions of all 26 atoms, in Å:
B 0.52900 0.08408 -0.24295
F 0.72083 -0.84520 0.70824
F -0.50626 -0.45435 -0.93344
F 0.08322 1.32843 0.17805
F 1.64791 0.18496 -0.99441
O 0.23561 2.37828 -2.43084
H 0.78573 2.19788 -3.19312
H 0.41976 1.65925 -1.82643
O -1.60496 1.81458 2.19011
H -2.34844 1.38242 1.76974
H -0.90652 1.78036 1.53646
O -1.87278 -2.28119 0.32614
H -1.44829 -2.59615 -0.47189
H -1.41830 -1.46468 0.53349
O -3.27773 -0.73803 -1.81277
H -3.19754 0.20693 -1.94260
H -2.38757 -1.02959 -1.61572
O 2.17943 -2.62411 -0.58171
H 1.95540 -2.41769 -1.48915
H 1.95961 -1.83050 -0.09376
O 0.04046 -1.78102 3.59213
H 0.84125 -1.38950 3.94095
H 0.34584 -2.40939 2.93782
O 2.69743 3.05128 0.21308
H 2.44277 2.16745 -0.05191
H 2.08408 3.62543 -0.24560

The value obtained for the frontier orbital gap is 10.73 eV. The calculation puts the highest occupied orbital energy at -7.79 eV. Its charge is -1.

***

Stability, highest: Q